Density functional theory data (ωB97M-V/def2-TZVPD) for a structure of composition C80H213F6N18O23Ti.

Structure (XYZ):
```
341
Properties=species:S:1:pos:R:3:forces:R:3
Ti -1.2613 3.3044 -1.2484 0.717 -0.373 0.707
O 1.3445 3.3104 -3.9255 2.340 -0.798 0.475
H 0.9724 2.6172 -3.3754 -0.688 -1.764 1.264
H 1.0698 4.1431 -3.5349 -0.848 2.057 0.969
H 0.9283 3.2221 -4.7860 -1.527 -0.279 -1.846
C -0.2897 6.0666 -3.2711 0.798 -2.745 2.210
O 0.8104 5.8417 -4.1258 1.028 2.184 -1.361
O -0.0084 5.0935 -2.2656 -1.850 1.873 -0.556
C -0.6117 7.5685 -2.7857 1.491 -0.979 0.761
F 0.0926 7.9684 -1.6757 -0.593 -0.634 -0.730
F -0.3531 8.4912 -3.7111 -0.050 0.217 -0.654
F -1.9089 7.6764 -2.5011 -0.342 -0.251 0.258
C 1.9021 6.7528 -3.9972 1.689 -0.467 -1.901
C 3.0580 6.2902 -4.9495 0.185 0.033 -0.329
H 2.6790 5.9967 -5.9285 -0.515 -0.517 0.177
H 3.7273 7.0745 -5.3032 -0.180 0.779 0.670
H 3.7844 5.5484 -4.6175 -0.548 -0.430 0.415
H 2.2682 6.8274 -2.9732 -0.283 0.142 0.088
H 1.6508 7.7087 -4.4567 -0.342 0.179 0.700
H -1.1132 5.7873 -3.9283 -0.709 0.148 0.218
C -0.2223 0.2823 -1.5347 -0.518 2.816 -1.227
O -0.7324 0.7716 -0.2895 -0.999 -0.950 1.553
O 0.1408 1.4548 -2.1728 0.935 -0.819 0.120
C 0.8018 -0.8891 -1.3519 -0.004 2.511 0.006
F 1.3305 -1.1941 -2.5266 0.670 -0.110 -0.577
F 1.7895 -0.6623 -0.4527 0.117 0.401 -0.368
F 0.1755 -1.9384 -0.9177 -1.284 -1.990 0.765
C -1.7610 0.0634 0.4594 0.898 -0.491 -0.479
C -2.4946 0.9595 1.3935 -0.464 0.832 0.385
H -2.0422 1.1241 2.3714 0.394 -0.256 -0.066
H -2.6386 1.9576 0.9797 -0.260 -0.028 -0.359
H -3.4620 0.4872 1.5642 -0.192 0.185 0.114
H -1.3602 -0.7423 1.0745 0.511 -0.270 -0.248
H -2.4792 -0.4045 -0.2139 0.081 0.077 -0.450
H -1.0602 -0.0949 -2.1210 -0.250 -1.089 0.150
C 2.4827 -5.0718 -8.9123 -0.816 0.290 -0.403
C 1.8474 -4.1278 -7.8877 1.351 -1.129 0.486
C 1.1011 -4.9369 -6.8461 0.500 0.155 -1.869
O 0.7283 -4.0057 -5.9238 -1.438 0.405 2.353
C 0.2495 -4.5823 -4.6998 1.014 0.106 0.083
N 2.9467 -3.3889 -7.2423 -0.397 -0.577 -0.660
H 3.1278 -5.8252 -8.4602 0.321 0.444 0.254
H 3.0129 -4.4576 -9.6401 0.251 -0.317 -0.110
H 1.7400 -5.6698 -9.4405 -0.267 0.205 -0.228
H 1.1315 -3.4054 -8.2796 -0.180 -0.215 -0.542
H 1.7144 -5.7304 -6.4190 -0.033 -0.106 -0.002
H 0.2836 -5.3412 -7.4431 -0.613 -0.533 0.487
H 0.1104 -3.7977 -3.9560 -0.550 0.189 -0.375
H 1.0501 -5.1726 -4.2543 0.232 -0.398 -0.114
H -0.6001 -5.2539 -4.8229 -0.280 0.312 -0.131
H 3.1349 -2.6504 -7.9052 0.296 0.540 0.746
H 2.5609 -3.0512 -6.3721 0.110 0.736 0.011
C -3.4392 -4.7871 -2.8785 0.294 -1.246 -1.087
C -4.5812 -3.9183 -3.4971 -0.203 -0.640 0.771
C -6.0221 -4.5653 -3.2657 0.279 -0.406 -0.666
O -6.1624 -5.7710 -3.9996 -0.373 -2.203 1.058
C -7.5072 -6.4531 -3.8597 0.932 2.122 -1.427
N -4.4032 -2.6115 -2.9795 0.174 2.126 1.852
H -3.4185 -5.8063 -3.2643 -0.474 -0.096 -0.530
H -3.4067 -5.0321 -1.8169 -0.870 0.863 0.418
H -2.4185 -4.4739 -3.0984 -0.198 0.746 -0.231
H -4.4046 -3.5994 -4.5244 -0.163 -1.810 -0.724
H -6.8375 -3.9461 -3.6395 0.125 0.919 0.181
H -6.2258 -4.8009 -2.2211 0.317 0.408 0.414
H -7.9922 -5.7900 -4.5760 -1.029 -0.831 -0.306
H -8.1341 -6.4119 -2.9689 0.946 0.477 0.820
H -7.4888 -7.5043 -4.1475 0.596 0.325 -0.358
H -4.2865 -2.5108 -1.9813 -0.091 -0.193 -0.113
H -5.0058 -1.8591 -3.2810 -0.247 -0.349 -0.341
C 1.1382 2.2288 2.4128 1.815 0.009 0.712
C 1.6699 3.1318 1.3144 -2.073 1.551 -0.445
C 2.9489 2.8290 0.6104 1.533 -1.402 1.989
O 3.6999 3.9226 0.1003 -0.238 -1.281 1.162
C 2.9478 4.6531 -0.7977 0.520 1.231 -0.751
N 0.6122 3.1418 0.2897 0.530 -0.171 -0.238
H 0.9075 1.2131 2.0914 -0.104 0.014 -0.215
H 0.3131 2.6627 2.9777 -0.158 0.066 -0.367
H 1.9529 2.1757 3.1351 -0.187 -0.382 0.368
H 1.7560 4.1415 1.7160 0.071 0.218 0.259
H 2.7294 2.0077 -0.0718 0.264 0.208 -0.907
H 3.5604 2.3559 1.3788 0.680 0.091 -0.043
H 3.6346 5.3519 -1.2754 0.183 -0.291 -0.519
H 2.2530 5.3538 -0.3348 -0.728 -0.495 0.133
H 2.5072 3.9478 -1.5023 -0.269 0.534 -0.455
H 0.4947 2.1484 0.1504 -0.471 -0.340 -0.239
H 1.0928 3.3910 -0.5629 -0.400 0.414 -0.456
C 3.9710 -6.1211 -3.1323 0.661 -0.162 2.687
C 4.0233 -4.8670 -3.9579 -0.863 -1.110 0.101
C 5.1456 -3.8318 -3.6619 0.976 0.005 -0.729
O 5.3881 -3.6985 -2.2922 -1.277 -0.590 1.459
C 6.2726 -2.6898 -1.9271 0.174 0.870 -0.048
N 3.9617 -5.4905 -5.2681 1.228 1.408 -1.439
H 3.0087 -6.6305 -3.1810 -0.032 -0.038 -0.670
H 4.0318 -5.9251 -2.0618 0.251 0.266 0.211
H 4.7902 -6.8077 -3.3456 -0.091 -0.022 -0.299
H 3.0990 -4.3429 -3.7150 -0.288 0.446 -0.013
H 4.9222 -2.8353 -4.0430 -0.761 0.116 -0.344
H 6.1300 -4.0002 -4.0985 0.005 -0.922 -0.670
H 6.3445 -1.9152 -2.6907 0.609 -0.250 -0.568
H 7.2271 -3.1149 -1.6167 0.325 0.129 -0.408
H 5.9553 -2.0456 -1.1071 -0.696 -0.711 0.428
H 3.3911 -6.3158 -5.3834 0.059 0.239 0.614
H 3.8020 -4.8449 -6.0282 -0.007 0.050 -0.201
C -1.4111 2.4878 -8.0789 0.207 -0.052 -0.275
C -0.2173 3.0049 -7.2660 0.242 -2.482 0.076
C 0.2093 4.3384 -7.7211 -0.858 2.400 -0.845
O 0.5053 4.4960 -9.1288 -0.300 -0.432 1.597
C 1.7285 3.9197 -9.3841 1.006 -1.367 -1.551
N -0.5503 2.9653 -5.8158 1.074 0.189 -1.089
H -1.2177 2.3319 -9.1402 0.145 0.791 -0.156
H -2.1952 3.2206 -7.8880 -0.341 -0.136 -0.492
H -1.7858 1.4941 -7.8336 0.160 -0.015 0.845
H 0.6637 2.3700 -7.3600 -0.065 -0.487 -0.237
H 1.0464 4.7417 -7.1512 0.111 -0.108 0.237
H -0.6326 5.0223 -7.6132 -0.093 0.236 0.368
H 1.9792 4.1108 -10.4275 0.344 0.651 0.126
H 1.7333 2.8298 -9.3995 -0.536 -0.521 0.344
H 2.5365 4.1381 -8.6858 0.044 0.772 0.057
H -1.3004 3.6256 -5.6692 0.362 0.567 0.291
H -1.1258 2.1402 -5.7250 0.410 -0.760 0.331
C -4.7196 -2.9507 0.4791 0.270 -0.670 0.265
C -4.7519 -4.0003 1.5807 0.134 1.149 0.150
C -5.1179 -3.3349 2.9754 1.025 -0.558 -1.848
O -5.2702 -4.3574 3.8857 -0.563 0.037 2.735
C -5.8436 -3.8520 5.1657 0.359 -2.590 -0.716
N -5.8220 -4.9089 1.2834 -0.773 -0.803 0.774
H -4.5300 -3.3820 -0.5038 0.566 -0.394 0.358
H -3.9533 -2.2214 0.7417 -0.370 0.566 -0.405
H -5.7548 -2.6423 0.3327 0.111 0.881 0.467
H -3.8527 -4.6096 1.6709 0.676 0.611 0.190
H -6.0710 -2.8319 2.8117 -0.004 0.597 0.109
H -4.3007 -2.7393 3.3821 -0.058 0.863 -0.625
H -5.6621 -4.6761 5.8557 -0.354 -0.386 -0.117
H -6.9172 -3.7998 4.9848 0.062 0.706 0.360
H -5.3589 -3.0657 5.7444 0.048 0.871 -1.098
H -5.9185 -5.2582 2.2261 -1.139 -0.907 0.209
H -5.4619 -5.7166 0.7956 0.041 -0.039 -0.450
C -8.4405 0.2631 -3.4063 0.126 0.535 0.562
C -8.9563 0.1021 -1.9565 0.359 -0.342 -1.070
C -8.3298 1.0528 -0.9125 1.564 -0.755 0.195
O -6.8752 0.8754 -0.8575 -0.155 0.862 0.412
C -6.1673 1.8911 -0.0513 -2.288 -0.013 -1.038
N -10.4165 0.1798 -1.8786 0.989 -0.141 -0.218
H -7.3513 0.2428 -3.3692 0.040 0.070 -0.137
H -8.7526 1.2207 -3.8233 0.086 0.355 0.156
H -8.7751 -0.4499 -4.1599 -0.192 -0.451 0.557
H -8.7319 -0.9155 -1.6366 0.410 -0.036 0.088
H -8.7826 0.7331 0.0261 0.163 -0.082 0.481
H -8.5778 2.1124 -0.9747 -0.042 0.204 -0.693
H -6.3713 1.7591 1.0112 0.717 -0.502 0.132
H -6.6740 2.8361 -0.2469 0.044 0.401 -0.218
H -5.1404 2.0387 -0.3855 0.013 -0.691 0.391
H -10.5390 0.1397 -0.8769 -1.117 0.354 0.115
H -10.6581 1.0816 -2.2641 -0.569 0.266 0.363
C -2.1936 5.0214 3.2753 -0.212 -0.349 0.257
C -2.8530 4.6397 1.9456 1.528 -0.006 -0.412
C -3.8829 5.7001 1.4212 -0.024 0.181 1.050
O -5.1940 5.2019 1.6147 -1.063 -0.053 -0.803
C -6.2962 6.1311 1.4709 0.098 -0.812 1.084
N -1.8048 4.3166 0.9412 -1.015 0.908 -0.939
H -1.4792 4.2691 3.6095 0.011 -0.436 -0.290
H -2.9723 4.9885 4.0373 0.017 0.679 0.286
H -1.5852 5.9258 3.2628 -0.515 0.394 -0.094
H -3.3303 3.6837 2.1610 -0.651 0.164 -0.286
H -3.6920 6.0552 0.4085 0.056 -0.590 -0.457
H -3.8659 6.6191 2.0071 0.684 0.169 0.419
H -7.1924 5.5438 1.2709 0.217 -0.150 -0.760
H -6.1855 6.9752 0.7901 0.369 -0.330 -0.329
H -6.5859 6.5334 2.4416 0.577 0.402 0.363
H -1.0306 3.7025 1.1501 -0.171 -0.384 0.965
H -1.2980 5.1233 0.6059 -0.151 0.653 0.046
C -6.5306 5.5810 9.0657 -1.591 1.416 -0.459
C -6.2724 4.2887 8.4096 1.784 -0.811 -2.282
C -5.0073 4.4490 7.3585 -0.544 -0.719 2.531
O -3.7615 4.1052 8.0565 -3.629 -0.388 0.288
C -2.6868 4.1756 7.2335 0.921 0.311 -0.537
N -6.0899 3.2485 9.3877 -0.209 0.771 0.287
H -5.6724 6.1510 9.4215 0.097 -0.551 0.557
H -7.3691 5.4518 9.7501 0.470 0.130 0.723
H -6.9771 6.2617 8.3410 0.078 0.111 -0.370
H -7.1073 3.9474 7.7976 -0.203 0.505 -0.255
H -4.9171 5.4956 7.0675 -0.133 0.006 -0.417
H -5.2303 3.7688 6.5365 0.531 0.026 -0.299
H -1.8574 4.0384 7.9273 0.556 0.360 -0.585
H -2.7428 5.1221 6.6957 0.820 0.484 0.049
H -2.6451 3.4357 6.4342 -0.140 -0.620 -0.032
H -5.7044 2.4265 8.9454 0.263 0.287 0.529
H -5.4561 3.7120 10.0230 0.585 -1.046 0.525
C -4.0049 -0.0361 9.5389 0.260 -1.054 -0.367
C -4.6265 0.2899 8.2077 0.139 -0.198 -0.117
C -3.5967 0.2770 7.0655 -0.416 -0.068 -0.212
O -4.2117 0.7452 5.8928 -0.356 0.482 -1.121
C -3.4264 0.6232 4.6787 -1.340 -0.114 1.030
N -5.8311 -0.5811 7.9424 1.427 1.377 -0.426
H -3.8843 -1.1120 9.6656 -0.275 -0.281 -0.223
H -4.6876 0.2663 10.3331 0.607 0.445 0.266
H -2.9676 0.2986 9.5319 -0.206 0.767 0.737
H -4.9565 1.3273 8.2608 0.258 -0.058 -0.306
H -3.2100 -0.7279 6.8957 0.133 -0.382 0.091
H -2.7655 0.9589 7.2450 0.271 -0.086 0.670
H -3.3395 -0.4498 4.5079 0.630 0.002 -0.334
H -2.4890 1.1783 4.7146 0.274 -0.273 0.282
H -4.0229 1.0504 3.8726 -0.102 -0.017 0.148
H -6.5166 -0.2157 8.5880 -0.370 -0.299 0.496
H -6.1075 -0.1005 7.0982 -0.695 -0.556 -0.859
C 0.6480 -1.6314 4.4208 -2.539 -0.256 0.603
C -0.5721 -1.9581 5.4248 2.588 -0.773 1.578
C -0.6344 -3.4801 5.8117 -0.226 0.087 -1.220
O -1.0130 -4.2576 4.6024 0.213 0.423 1.598
C -1.6560 -5.4877 4.9280 0.127 -0.496 0.485
N -0.2687 -1.0767 6.5971 -0.594 0.047 -0.166
H 1.6334 -1.7181 4.8784 -0.207 -0.578 0.340
H 0.5729 -0.5709 4.1806 -0.174 -0.079 -0.525
H 0.5083 -2.3171 3.5850 0.460 0.342 -0.297
H -1.6160 -1.8166 5.1448 0.371 0.879 -0.825
H -1.3734 -3.6014 6.6037 -0.485 0.001 -0.122
H 0.2824 -3.8593 6.2632 0.432 -0.048 -0.391
H -2.7450 -5.4409 4.9304 -0.145 0.440 -0.185
H -1.3753 -5.8777 5.9064 0.196 0.345 0.359
H -1.3717 -6.3222 4.2871 0.216 0.449 -0.634
H 0.6471 -1.1783 7.0106 0.290 -0.360 -0.466
H -0.8990 -1.1064 7.3857 -0.479 -0.268 -0.193
C 5.5405 0.9438 -5.6926 0.503 -0.433 -0.349
C 4.4756 1.4474 -6.6343 -1.093 -2.117 0.074
C 4.5080 0.7338 -8.0320 1.662 0.336 -0.266
O 4.2283 -0.6638 -8.0368 0.127 -1.301 0.038
C 4.9834 -1.4624 -9.0002 0.884 1.036 0.810
N 3.1448 1.0480 -6.1081 -0.101 0.235 0.055
H 5.3897 -0.1225 -5.5247 0.317 -0.150 -0.083
H 5.5270 1.4271 -4.7157 -0.160 0.221 -0.103
H 6.5006 1.1408 -6.1697 0.335 -0.226 0.289
H 4.6814 2.5165 -6.6862 -0.792 0.209 -0.645
H 5.5502 0.8072 -8.3424 0.048 0.492 -0.654
H 3.8033 1.1549 -8.7491 0.189 0.655 0.047
H 4.9457 -2.5332 -8.8001 -0.826 0.179 0.196
H 6.0470 -1.2637 -8.8683 0.228 0.348 0.109
H 4.7920 -1.2379 -10.0495 -0.611 0.088 0.045
H 2.9189 0.2345 -6.6624 -0.671 -0.001 -0.480
H 3.2862 0.5371 -5.2484 0.032 0.562 0.811
C 1.0892 -5.5163 -0.8479 1.029 -0.291 -0.474
C 0.3495 -6.8011 -0.7038 -1.030 -1.788 1.145
C 0.1563 -7.2585 0.7864 1.017 1.770 0.491
O 1.3884 -7.2889 1.5931 -2.049 -0.133 -0.866
C 2.2920 -8.2564 1.1751 1.666 -0.036 0.322
N -0.9118 -6.7509 -1.3824 -1.483 0.269 -0.910
H 1.9710 -5.6318 -0.2176 0.058 0.659 0.114
H 0.5289 -4.6005 -0.6594 -0.134 -0.203 0.481
H 1.4445 -5.4412 -1.8756 0.042 0.101 -0.066
H 0.8467 -7.6450 -1.1821 0.725 0.223 -0.190
H -0.4327 -8.1670 0.9122 0.290 -0.399 -0.314
H -0.4336 -6.4620 1.2400 -0.038 0.065 0.273
H 2.9736 -8.4624 2.0004 -0.272 -0.194 0.451
H 3.0047 -7.8525 0.4560 -0.218 0.002 -0.784
H 1.9049 -9.2167 0.8345 -0.453 0.103 -0.112
H -1.5656 -7.5096 -1.2520 0.421 -0.418 0.140
H -1.4792 -5.9197 -1.2976 0.487 0.378 0.314
C -3.6090 1.3382 -2.9455 -1.319 -2.177 0.241
C -3.1030 2.6989 -3.2900 -0.368 -0.265 -2.298
C -3.7880 3.3490 -4.5079 2.413 -1.814 -2.686
O -2.7541 4.1057 -5.3432 -1.558 0.181 1.953
C -3.1899 5.1656 -6.1311 -2.326 1.192 0.563
N -3.3582 3.5112 -2.1919 -0.522 1.753 2.252
H -3.8028 0.6563 -3.7735 0.630 0.091 -0.404
H -4.5588 1.2352 -2.4206 -0.623 0.980 0.002
H -3.0026 0.8100 -2.2097 0.707 0.260 -0.312
H -2.0389 2.5118 -3.4340 0.351 0.688 -0.429
H -4.7251 3.8706 -4.3134 0.297 0.400 -0.022
H -3.9226 2.5067 -5.1866 -0.984 0.016 -0.185
H -2.5255 6.0230 -6.2395 0.825 -0.621 -0.045
H -4.0256 5.6343 -5.6115 -0.315 0.250 0.195
H -3.6590 4.9086 -7.0808 0.521 -0.474 -0.373
H -4.3528 3.3719 -2.0852 -0.320 -0.012 1.142
H -3.3273 4.5006 -2.3927 0.551 0.334 -0.303
C 11.7548 -0.1643 -1.4906 -1.085 -0.846 2.090
C 10.2420 -0.0096 -1.6765 0.738 -0.720 0.389
C 9.2842 -0.1603 -0.4859 -0.631 -0.869 -0.244
O 7.8956 -0.0270 -1.0006 1.722 -0.006 0.465
C 6.8971 -0.0118 0.0047 0.266 0.581 -0.248
N 9.9988 1.2553 -2.2877 -0.336 0.148 -0.060
H 12.3156 -0.1597 -2.4252 -0.138 0.201 0.189
H 11.8720 -1.1077 -0.9574 0.509 -0.473 -0.357
H 12.0812 0.5478 -0.7326 0.343 0.490 -0.528
H 9.9489 -0.8133 -2.3520 -0.262 -0.405 -0.117
H 9.4418 0.5219 0.3495 0.048 0.387 -0.149
H 9.4075 -1.1757 -0.1095 -0.118 -0.179 0.246
H 5.9717 0.2528 -0.5068 -0.112 -0.390 0.060
H 7.0519 0.7865 0.7306 0.297 0.100 0.186
H 6.8368 -0.9622 0.5349 -0.130 -0.125 0.001
H 9.0035 1.2547 -2.1162 -0.640 1.174 -1.197
H 10.2099 1.0090 -3.2442 -0.485 1.048 -0.600
C 7.1800 -5.7414 0.1970 -0.447 -0.181 -2.019
C 6.6730 -5.3664 1.5417 -0.718 -0.811 0.799
C 5.3905 -4.5496 1.4292 -0.598 0.043 -0.199
O 4.6698 -4.3439 2.6709 2.566 -0.639 -0.171
C 3.6118 -3.4941 2.5882 -1.867 1.850 0.292
N 6.4001 -6.5968 2.2969 0.446 0.563 0.950
H 7.7931 -4.9694 -0.2678 0.140 -0.122 0.023
H 6.3408 -5.9031 -0.4795 -0.375 0.417 -0.237
H 7.6319 -6.7277 0.0914 0.653 0.222 0.806
H 7.4499 -4.7852 2.0384 -0.071 -0.112 0.474
H 4.6986 -5.0928 0.7856 -0.025 -0.141 -0.364
H 5.6679 -3.6396 0.8973 -0.413 0.624 0.249
H 3.7227 -2.6657 1.8884 0.023 -0.395 -0.898
H 3.4114 -2.8791 3.4655 0.843 -0.313 0.991
H 2.6357 -3.9752 2.5262 -0.033 -0.462 -0.885
H 6.0862 -6.2125 3.1767 -0.018 -0.408 0.690
H 5.5546 -7.0378 1.9640 -0.162 -0.121 -0.557
C 1.0883 3.3404 8.1462 0.824 1.014 -0.920
C 0.9850 3.3876 6.5632 -1.285 1.051 1.221
C 1.7496 4.4913 5.8204 -0.276 1.373 0.111
O 1.5245 5.8448 6.2412 -1.759 0.913 0.733
C 0.1118 6.3115 6.3145 1.233 -0.726 0.403
N 1.3675 2.1772 5.9372 0.533 -0.940 -0.286
H 2.0964 3.0209 8.4107 -0.079 -0.579 0.138
H 0.2941 2.7497 8.6027 0.231 -0.436 -0.245
H 1.0281 4.3109 8.6388 -0.235 0.390 -0.342
H -0.0886 3.4966 6.4093 -0.140 0.389 -0.464
H 1.6054 4.5248 4.7405 -0.724 -0.824 -0.215
H 2.8308 4.3631 5.8728 0.126 -0.166 0.598
H -0.4338 6.2844 5.3712 0.263 -0.349 -0.268
H 0.0467 7.3389 6.6726 0.820 0.107 -0.194
H -0.4496 5.7717 7.0772 0.095 -0.444 -0.157
H 0.7720 1.4106 6.2161 -0.119 -0.239 0.055
H 2.2941 2.0006 6.2982 0.530 -0.635 -0.227
C 4.3039 0.7581 4.1322 -0.628 1.637 -2.343
C 4.5959 0.4437 5.5279 0.660 -0.507 0.014
C 5.9086 -0.2980 5.6140 -1.254 -0.485 -0.104
O 6.0420 -0.7528 6.9525 1.335 0.045 -1.047
C 7.4182 -1.0817 7.1491 -0.653 -1.132 1.043
N 4.5544 1.6155 6.3608 0.088 0.409 1.310
H 5.1623 0.9784 3.4976 0.459 -0.295 0.084
H 3.7832 1.7155 4.1160 -0.424 -0.041 -0.061
H 3.6730 0.0537 3.5900 0.074 -0.181 0.174
H 3.7959 -0.2396 5.8126 0.076 -0.100 0.709
H 6.7700 0.2440 5.2235 0.107 0.741 0.510
H 5.8196 -1.0932 4.8738 0.069 -0.879 0.230
H 7.8413 -1.6286 6.3065 0.133 0.565 -0.432
H 7.4414 -1.8542 7.9177 0.021 0.270 0.447
H 7.9805 -0.2107 7.4858 0.219 -0.023 -0.334
H 5.0890 1.3682 7.1812 -0.272 -0.114 0.695
H 5.0901 2.4070 6.0342 -0.014 0.068 -0.886
```
Forces are in eV/Å.

Calculated values
spin multiplicity: 4
highest occupied orbital energy (alpha / beta): -3.32 / -8.48 eV
expectation value of S²: 3.752
lowest unoccupied orbital energy (alpha / beta): 0.2 / 0.2 eV
charge: 0